Entry 1:
Molecular formula: C4H9NS
Method: DFT, wB97M-V/def2-TZVPD

Results
LUMO energy = 0.0275 Ha
orbital gap = 9.8 eV
E_HOMO = -9.0 eV
SMILES = C=C=CC.NS
energy above the lowest of the compared OMol25 structures with the same formula, charge and spin = 58.91 kcal/mol

Last column: natural (NBO) charge in e.
Positions of all 15 atoms, in Å:
C -1.36 -0.62 -0.45  -0.28
C -0.94 0.60 -0.42  0.11
C -2.52 -1.15 0.33  -0.63
C -0.50 1.82 -0.39  -0.50
N 3.33 0.34 0.57  -0.97
S 2.34 -0.79 -0.27  0.14
H -0.82 -1.34 -1.07  0.22
H -2.82 -2.13 -0.04  0.21
H -2.25 -1.26 1.39  0.22
H -3.38 -0.48 0.27  0.22
H 0.24 2.14 0.32  0.21
H 3.03 -0.73 -1.42  0.10
H -0.84 2.57 -1.08  0.22
H 3.72 -0.10 1.40  0.37
H 2.78 1.13 0.86  0.37


Entry 2:
Molecular formula: C29H44BrN3P2Sn
Method: DFT, wB97M-V/def2-TZVPD

Results
total charge = +2
LUMO energy (spin up / spin down) = -0.3038 / -0.3443 Ha
orbital gap (spin up / spin down) = 4.2 / 3.1 eV
E_HOMO (spin up / spin down) = -12.5 / -12.5 eV

Last column: Löwdin charge in e.
Positions of all 80 atoms, in Å:
C -0.12 3.17 -6.78  0.01
C 1.06 3.76 -6.27  -0.24
C 1.76 4.64 -7.12  0.00
C 1.30 4.81 -8.43  -0.11
N 0.21 4.21 -8.89  0.08
C -0.50 3.41 -8.10  -0.11
C 1.53 3.39 -4.96  -0.20
C 1.31 2.51 -4.02  -0.25
C 0.73 1.36 -3.41  -0.25
C -0.35 1.51 -2.52  -0.01
C -0.52 0.56 -1.52  -0.12
C 0.40 -0.50 -1.41  -0.72
C 1.20 -0.83 -2.51  -0.11
C 1.36 0.11 -3.52  -0.02
Sn 2.87 3.81 -3.18  1.40
P 0.46 3.11 1.11  1.07
H 2.66 5.15 -6.79  0.11
H -0.72 2.49 -6.16  0.12
H 1.84 5.45 -9.13  0.12
H -1.40 2.95 -8.52  0.12
H 2.02 -0.10 -4.36  0.14
H -1.00 2.38 -2.59  0.13
H 1.71 -1.80 -2.55  0.13
H -1.33 0.66 -0.79  0.08
C 0.77 2.99 2.93  -0.38
C 0.69 4.25 3.77  -0.14
H 1.77 2.53 3.01  0.07
H 0.05 2.23 3.29  0.09
H 0.80 3.98 4.82  0.09
H 1.51 4.94 3.53  0.08
H -0.26 4.78 3.66  0.07
C 0.63 4.91 0.72  -0.39
C 0.02 5.30 -0.63  -0.14
H 1.70 5.14 0.72  0.07
H 0.16 5.48 1.52  0.08
H 0.37 6.31 -0.88  0.09
H 0.34 4.63 -1.44  0.04
H -1.08 5.34 -0.60  0.08
C -1.36 2.85 1.03  -0.40
C -2.22 3.82 1.84  -0.12
H -1.53 1.82 1.37  0.08
H -1.64 2.88 -0.04  0.06
H -3.28 3.60 1.64  0.09
H -2.06 3.71 2.92  0.08
H -2.06 4.87 1.55  0.07
Br 0.53 -1.47 0.14  0.88
P 4.58 2.12 -1.35  1.05
C 3.43 3.16 -0.28  -0.55
C 4.20 3.60 0.98  -0.13
H 2.54 2.57 -0.03  0.00
H 3.10 4.06 -0.84  -0.06
H 3.61 4.28 1.61  0.07
H 4.49 2.74 1.60  0.08
H 5.13 4.12 0.69  0.09
C 4.14 0.53 -0.49  -0.40
C 5.27 -0.47 -0.28  -0.13
H 3.33 0.06 -1.07  0.06
H 3.73 0.79 0.49  0.08
H 4.90 -1.38 0.21  0.09
H 5.74 -0.78 -1.22  0.07
H 6.04 -0.05 0.38  0.08
C 4.57 1.43 -3.11  -0.43
C 5.24 2.38 -4.12  -0.20
H 3.54 1.16 -3.37  0.02
H 5.13 0.48 -3.04  0.10
H 4.82 2.25 -5.12  0.09
H 5.17 3.47 -3.86  0.00
H 6.32 2.17 -4.16  0.10
C -3.48 -1.30 -0.99  -0.03
C -2.60 -2.39 -1.40  -0.43
N -1.65 -2.36 -2.33  0.07
C -1.02 -3.59 -2.31  -0.16
C -1.62 -4.39 -1.36  -0.09
N -2.62 -3.62 -0.80  0.10
H -3.50 -0.54 -1.78  0.09
H -4.49 -1.69 -0.82  0.09
H -3.12 -0.83 -0.06  0.07
H -0.19 -3.84 -2.96  0.10
H -1.41 -5.41 -1.08  0.11
H -3.27 -3.88 -0.06  0.16


Entry 3:
Molecular formula: C19H43OP3PbS2
Method: DFT, wB97M-V/def2-TZVPD

Results
total charge = +4
LUMO energy = -0.5511 Ha
orbital gap = 2.4 eV
E_HOMO = -17.4 eV
energy above the lowest of the compared OMol25 structures with the same formula, charge and spin = 8.36 kcal/mol

Last column: Löwdin charge in e.
Positions of all 69 atoms, in Å:
Pb 2.79 4.39 2.08  1.65
P -2.86 0.28 0.67  0.85
P -1.88 -1.94 0.78  0.86
P -0.50 -1.01 -3.36  0.79
H 4.17 4.68 -0.15  0.13
C 3.09 4.43 -0.12  -0.15
C 2.16 5.47 0.25  -0.14
H 2.56 6.50 0.31  0.13
C -2.70 1.10 2.28  -0.20
C -4.62 -0.17 0.68  -0.20
C -2.78 1.70 -0.46  -0.19
C -0.23 -2.65 0.49  -0.20
C -2.24 -2.37 2.51  -0.19
C -3.01 -3.02 -0.13  -0.19
C -0.16 -0.11 -4.90  -0.25
C -2.28 -0.74 -3.10  -0.29
C -0.33 -2.79 -3.80  -0.25
H 2.79 3.61 -0.79  0.11
H 1.10 5.39 -0.02  0.12
H -1.72 1.60 2.36  0.04
H -2.83 0.40 3.11  0.06
H -3.50 1.85 2.30  0.09
H -4.87 -0.88 1.48  0.08
H -4.92 -0.61 -0.29  0.07
H -5.18 0.76 0.84  0.09
H -1.75 2.05 -0.61  0.04
H -3.37 2.50 0.01  0.09
H -3.23 1.44 -1.42  0.06
H -0.31 -3.73 0.69  0.10
H 0.51 -2.22 1.17  0.06
H 0.10 -2.51 -0.55  0.03
H -2.40 -3.45 2.53  0.09
H -3.14 -1.87 2.90  0.06
H -1.38 -2.11 3.15  0.06
H -2.96 -4.01 0.35  0.09
H -2.70 -3.11 -1.18  0.06
H -4.05 -2.67 -0.10  0.06
H -0.09 -0.82 -5.73  0.06
H 0.79 0.42 -4.79  0.04
H -0.95 0.63 -5.09  0.05
H -2.86 -1.30 -3.83  0.07
H -2.51 0.33 -3.20  0.04
H -2.59 -1.04 -2.09  -0.02
H -0.48 -2.91 -4.88  0.06
H -1.05 -3.40 -3.25  0.03
H 0.68 -3.13 -3.54  0.04
C 2.38 -0.02 -0.56  -0.58
C 2.88 -1.17 -1.19  -0.07
C 4.25 -1.43 -1.14  -0.03
C 5.12 -0.57 -0.46  -0.03
C 4.63 0.59 0.15  -0.08
C 3.28 0.90 0.01  -0.22
S 0.66 0.40 -0.47  0.69
H 0.38 0.05 -1.73  -0.24
H 2.20 -1.87 -1.68  0.09
H 4.65 -2.31 -1.64  0.13
H 6.17 -0.83 -0.38  0.13
H 5.30 1.24 0.74  0.12
H 2.90 1.89 0.27  0.02
C 3.06 0.74 3.37  -0.19
S 1.51 0.92 2.48  0.83
C 0.37 0.56 3.80  -0.20
O 1.38 2.42 2.16  -0.76
H 2.96 -0.17 3.97  0.09
H 3.22 1.65 3.97  0.08
H 3.88 0.62 2.63  0.05
H -0.08 1.49 4.17  0.09
H -0.37 -0.15 3.40  0.02
H 0.96 0.09 4.58  0.07


Entry 4:
Molecular formula: C4H9NO
Method: DFT, wB97M-V/def2-TZVPD

Results
LUMO energy = 0.0344 Ha
orbital gap = 10.5 eV
E_HOMO = -9.5 eV
SMILES = C1CN2C[C@@H]12.O
energy above the lowest of the compared OMol25 structures with the same formula, charge and spin = 103.38 kcal/mol

Last column: natural (NBO) charge in e.
Positions of all 15 atoms, in Å:
O 0.45 0.59 -2.58  -0.93
C -0.40 0.73 -0.18  -0.42
C 0.33 0.80 1.14  -0.24
N 0.57 -0.64 1.28  -0.39
C -0.66 -1.38 0.98  -0.28
C 0.19 -0.87 -0.12  -0.16
H 1.26 0.99 -2.24  0.46
H -1.48 0.60 -0.22  0.21
H -0.23 1.64 -0.79  0.25
H 1.31 1.26 0.95  0.19
H -0.15 1.30 1.97  0.19
H -0.62 -2.41 1.32  0.22
H -1.63 -0.90 1.07  0.19
H 0.28 -0.09 -1.92  0.48
H 0.79 -1.62 -0.67  0.23